Density functional theory data (the ωB97M-V functional and the def2-TZVPD basis) for a structure of composition F2KNO4S2 at a distorted geometry.

Cartesian coordinates (Å):
1 O -1.72 0.34 -1.27
2 O 2.23 -0.03 -0.17
3 O -0.27 -1.75 -1.01
4 N -0.26 0.14 0.69
5 O 0.60 1.62 -1.42
6 S -0.83 -0.54 -0.52
7 K 0.04 -1.45 2.83
8 F 1.27 1.97 0.72
9 F -2.03 -1.07 0.36
10 S 0.97 0.78 -0.23

Its energy above the lowest of the compared OMol25 structures with the same formula, charge and spin is 1.225 eV. Its net charge is +1. As for the LUMO energy (alpha / beta): -5.9 / -9.9 eV. The spin multiplicity is 2. The calculation puts the strongest force on any atom at 10.765 eV Å⁻¹. The calculation puts the frontier orbital gap (alpha / beta) at 10.406 / 6.249 eV. The value obtained for the calculated total energy is -53098.0335 eV.

=====

Density functional theory data (the ωB97M-V functional and the def2-TZVPD basis) for a cluster of 2 separate species, C3H4S2 in total at a distorted geometry.

Cartesian coordinates (Å):
1 S 1.38 2.92 0.68
2 S 2.15 0.46 -0.64
3 C -1.57 -0.91 0.46
4 C 1.10 1.27 0.28
5 H -3.56 -1.72 -0.18
6 H -0.48 -0.60 0.62
7 H 2.47 3.53 -0.17
8 H 1.61 -0.67 -0.12
9 C -2.61 -1.33 0.06

Its energy above the lowest of the compared OMol25 structures with the same formula, charge and spin is 4.585 eV. As for the LUMO energy: -0.2 eV. The spin multiplicity is 1. The calculation puts the strongest force on any atom at 3.742 eV Å⁻¹. The calculation puts the frontier orbital gap at 8.956 eV. The value obtained for the calculated total energy is -24841.0568 eV.

=====

Density functional theory data (the ωB97M-V functional and the def2-TZVPD basis) for a cluster of 2 separate species, C2H6S in total at a distorted geometry.

Cartesian coordinates (Å):
1 H 2.26 -0.62 1.19
2 H 1.17 -1.83 2.04
3 S -0.48 1.13 -0.52
4 H -0.57 -1.18 -1.02
5 C -0.80 -0.49 -0.19
6 H -1.82 -0.78 0.13
7 C 1.47 -1.38 1.10
8 H 1.76 -2.08 0.34
9 H 0.74 -0.67 0.38

Its energy above the lowest of the compared OMol25 structures with the same formula, charge and spin is 3.011 eV. As for the LUMO energy: -1.0 eV. The spin multiplicity is 1. The calculation puts the strongest force on any atom at 4.857 eV Å⁻¹. The calculation puts the frontier orbital gap at 7.789 eV. The SMILES is C=S.C. The value obtained for the calculated total energy is -13003.3824 eV.

=====

Density functional theory data (the ωB97M-V functional and the def2-TZVPD basis) for the ion C4H8NS with charge +1 at a distorted geometry.

Cartesian coordinates (Å):
1 C 0.76 -1.28 0.40
2 C 0.75 1.22 0.41
3 H 0.70 -2.14 -0.27
4 H -1.33 -1.20 0.64
5 H -1.96 0.08 -1.68
6 H 1.13 1.40 1.46
7 H -0.06 -0.01 -1.87
8 C -0.64 0.75 0.12
9 H -1.40 1.19 0.70
10 H 0.88 2.23 -0.06
11 H 0.81 -1.35 1.46
12 S 1.87 -0.09 -0.32
13 N -0.63 -0.74 0.17
14 C -0.89 -0.05 -1.15

Its energy above the lowest of the compared OMol25 structures with the same formula, charge and spin is 1.023 eV. Its net charge is +1. As for the LUMO energy: -3.2 eV. The spin multiplicity is 1. The calculation puts the strongest force on any atom at 3.514 eV Å⁻¹. The calculation puts the frontier orbital gap at 10.635 eV. The SMILES is C1SC[N@@H+]2C[C@H]12. The value obtained for the calculated total energy is -16594.3839 eV.

=====

Density functional theory data (the ωB97M-V functional and the def2-TZVPD basis) for a structure of composition C45H39N5O2PRh.

Cartesian coordinates (Å):
1 C 1.31 -2.61 2.50
2 C 2.70 0.70 1.98
3 C 2.96 -0.55 -4.65
4 C 2.99 -4.75 -2.13
5 H -3.43 4.14 2.93
6 H -5.25 2.14 -4.35
7 H 1.69 0.41 2.26
8 H 2.37 -3.93 3.82
9 O -1.96 0.29 -1.40
10 H 2.29 -2.40 0.22
11 H 3.91 -0.76 -1.42
12 H 3.46 0.70 3.98
13 Rh -0.26 -0.60 0.14
14 H 1.15 0.48 4.12
15 N 0.18 -1.76 -1.35
16 H -0.17 -0.60 3.69
17 C 0.16 5.12 -1.09
18 P 1.52 0.75 -0.46
19 C 1.08 -2.73 -1.53
20 C 1.89 3.59 -0.44
21 H 5.75 1.36 3.29
22 C 1.91 -4.52 -2.98
23 H -2.87 -3.45 1.12
24 H 1.19 0.44 -5.35
25 C -2.66 3.41 3.17
26 H 3.25 -0.91 -5.64
27 H -3.26 1.49 -2.97
28 H -7.37 0.86 -4.08
29 H -0.93 1.91 -1.28
30 H -4.67 -1.88 -0.49
31 H -1.71 4.23 -1.65
32 C 4.97 1.24 2.55
33 C -0.85 -3.14 1.84
34 H -0.19 6.14 -1.23
35 C -4.20 0.96 -2.88
36 C -6.49 0.60 -3.49
37 H 0.49 1.17 -3.12
38 H 4.60 -1.51 -3.64
39 N 0.23 -2.28 1.80
40 C -0.80 1.45 3.83
41 C -2.35 2.46 2.23
42 C 2.19 0.33 -2.12
43 C -5.45 -0.80 -1.82
44 C 4.26 1.31 0.25
45 H -2.50 2.39 0.06
46 H 0.40 -5.55 3.91
47 H 2.89 3.42 -0.07
48 C -2.00 -2.80 1.10
49 C 3.69 0.87 2.94
50 C 2.97 0.91 0.63
51 C 3.72 -0.88 -3.54
52 C 1.04 2.51 -0.69
53 C 1.42 0.63 -3.24
54 C 0.35 -4.64 3.32
55 C -3.00 -0.39 -1.18
56 C -0.78 -4.33 2.62
57 C 3.33 -0.45 -2.28
58 N -2.01 -1.71 0.37
59 C 0.08 0.30 4.26
60 H 6.25 1.76 0.90
61 C -3.13 2.35 0.95
62 C 0.98 -3.54 -2.70
63 H -0.07 0.09 5.32
64 N -3.13 -1.42 -0.34
65 C -1.31 1.49 2.48
66 C -1.15 2.43 4.73
67 H -7.48 -1.01 -2.45
68 C 2.19 -3.00 -0.67
69 C 1.45 -3.74 3.28
70 C 3.12 -3.97 -0.98
71 H 3.95 -4.14 -0.30
72 H -3.89 3.13 0.89
73 C 1.81 0.20 -4.50
74 H 4.48 1.50 -0.79
75 H -0.73 2.38 5.73
76 H 2.11 5.72 -0.43
77 H -3.63 1.37 0.90
78 C -5.31 1.32 -3.64
79 C 1.45 4.89 -0.64
80 C -0.26 2.75 -1.12
81 H 1.80 -5.12 -3.88
82 H 0.15 -3.34 -3.36
83 H -1.64 -4.99 2.64
84 C -4.24 -0.09 -1.96
85 H 2.13 -1.90 2.45
86 C 5.25 1.46 1.21
87 H -2.31 4.21 5.16
88 C -6.56 -0.45 -2.59
89 O -5.58 -1.82 -0.95
90 N -0.91 0.67 1.54
91 H 3.72 -5.52 -2.36
92 C -0.69 4.05 -1.33
93 C -2.05 3.46 4.43

Its energy above the lowest of the compared OMol25 structures with the same formula, charge and spin is 0.139 eV. Its net charge is -2. As for the LUMO energy (alpha / beta): 4.3 / 4.3 eV. The spin multiplicity is 5. The calculation puts the strongest force on any atom at 0.555 eV Å⁻¹. The calculation puts the frontier orbital gap (alpha / beta) at 3.993 / 4.725 eV. The value obtained for the calculated total energy is -71139.1765 eV.

=====

Density functional theory data (the ωB97M-V functional and the def2-TZVPD basis) for a cluster of 2 separate species, CH7NOS in total.

Cartesian coordinates (Å):
1 H -0.90 1.20 0.25
2 C -1.08 0.46 -0.53
3 H 0.49 -0.46 0.24
4 O -0.15 -0.58 -0.51
5 H -1.06 0.96 -1.49
6 S 2.69 -0.02 0.86
7 H -2.68 -0.83 -1.02
8 N -2.27 -0.30 -0.25
9 H 3.78 -0.58 1.40
10 H -2.20 -0.88 0.59
11 H 3.37 1.05 0.45

Its energy above the lowest of the compared OMol25 structures with the same formula, charge and spin is 0.000 eV. Its net charge is +1. As for the LUMO energy (alpha / beta): -3.5 / -8.8 eV. The spin multiplicity is 2. The calculation puts the strongest force on any atom at 0.945 eV Å⁻¹. The calculation puts the frontier orbital gap (alpha / beta) at 10.070 / 4.747 eV. The value obtained for the calculated total energy is -15513.6632 eV.

=====

Which of these has the lowest strongest force on any atom?
C45H39N5O2PRh

=====

calculated total energy of number 2 (C3H4S2)?
-24841.0568 eV

=====

What is the formula in the fourth record?
C4H8NS